[1]
# C5H11NO3

C5H11NO3 as an isolated structure at a distorted geometry (ωB97M-V with the def2-TZVPD basis set, the Open Molecules 2025 dataset).

Properties
* ΔE to the lowest compared entry with this formula, charge and spin: 3.861 eV
* HOMO energy: -8.84 eV
* gap between HOMO and LUMO: 9.46 eV

Element x y z (Å)
C (0.56, -1.09, -0.27)
C (0.26, 1.15, 0.51)
C (0.94, -0.18, 0.90)
C (-2.10, 0.08, 0.36)
C (-0.88, 0.59, -0.37)
N (1.18, 2.03, -0.19)
O (-0.03, -2.31, 0.07)
O (1.68, -1.25, -1.09)
O (-0.93, 0.80, -1.64)
H (0.61, -2.84, 0.56)
H (1.44, -1.81, -1.85)
H (-0.23, -0.45, -1.20)
H (-0.15, 1.68, 1.38)
H (0.66, 2.78, -0.64)
H (1.64, 1.52, -0.94)
H (0.53, -0.58, 1.83)
H (2.03, -0.06, 0.99)
H (-2.65, -0.62, -0.26)
H (-2.73, 0.95, 0.54)
H (-1.84, -0.39, 1.31)

=====

[2]
# C5H11NO3

A 2-piece molecular cluster, C5H11NO3 overall at a distorted geometry (ωB97M-V with the def2-TZVPD basis set, the Open Molecules 2025 dataset).

Properties
* ΔE to the lowest compared entry with this formula, charge and spin: 5.482 eV
* HOMO energy: -8.21 eV
* gap between HOMO and LUMO: 8.36 eV

Element x y z (Å)
C (-1.87, 0.71, -0.45)
C (-1.13, 0.09, 0.73)
O (-1.00, -1.38, 0.30)
O (-0.85, -2.17, 1.48)
O (-1.59, 0.24, 1.87)
H (-1.41, -1.64, 2.10)
H (-1.36, 0.49, -1.38)
H (-1.95, 1.79, -0.30)
H (-2.89, 0.32, -0.51)
C (1.13, 1.59, -0.47)
N (1.42, -1.34, -1.11)
C (1.49, -0.83, 0.12)
C (0.99, 0.44, 0.50)
H (1.51, -2.34, -1.22)
H (0.97, -0.80, -1.83)
H (1.77, -1.53, 0.89)
H (1.33, 0.71, 1.49)
H (2.14, 1.82, -0.81)
H (0.61, 1.34, -1.40)
H (0.70, 2.49, -0.01)

=====

[3]
# C5H11NO3

C5H11NO3 as an isolated structure at a distorted geometry (ωB97M-V with the def2-TZVPD basis set, the Open Molecules 2025 dataset).

Properties
* ΔE to the lowest compared entry with this formula, charge and spin: 3.978 eV
* HOMO energy: -9.52 eV
* gap between HOMO and LUMO: 10.30 eV

Element x y z (Å)
C (2.29, -0.55, -0.08)
C (-1.89, 0.65, -0.49)
C (-0.64, -1.52, -0.71)
C (0.39, 0.42, 1.68)
C (-0.66, -0.01, -0.73)
N (0.78, 0.58, 0.31)
O (2.22, -1.50, 0.58)
O (2.81, 0.01, -0.98)
O (1.14, 1.87, 0.03)
H (-2.62, 0.00, 0.02)
H (-1.74, 1.60, -0.19)
H (-2.45, 0.74, -1.41)
H (0.17, -1.83, -0.04)
H (-0.67, -1.96, -1.76)
H (-1.52, -1.81, -0.17)
H (-0.74, 0.31, 1.84)
H (0.89, -0.45, 2.11)
H (0.72, 1.27, 2.24)
H (-0.31, 0.31, -1.68)
H (1.85, 1.89, -0.59)

=====

[4]
# C5H11NO3S

One molecule with the formula C5H11NO3S at a distorted geometry (ωB97M-V with the def2-TZVPD basis set, the Open Molecules 2025 dataset).

Properties
* ΔE to the lowest compared entry with this formula, charge and spin: 1.141 eV
* HOMO energy: -10.33 eV
* gap between HOMO and LUMO: 10.86 eV

Element x y z (Å)
C (0.61, -1.29, -0.13)
C (1.41, 0.75, 0.90)
C (0.30, 0.75, -1.36)
C (-1.07, 0.37, 0.74)
C (0.28, 0.14, 0.06)
N (-0.77, -2.34, -0.50)
O (1.63, -1.88, -0.11)
O (0.42, -2.25, -2.76)
O (-1.32, -3.96, -2.34)
S (-0.25, -3.13, -1.86)
H (1.31, 1.84, 0.92)
H (2.38, 0.49, 0.49)
H (1.36, 0.38, 1.93)
H (0.02, 1.80, -1.30)
H (1.29, 0.67, -1.79)
H (-0.39, 0.24, -2.02)
H (-1.17, -0.26, 1.62)
H (-1.14, 1.41, 1.04)
H (-1.90, 0.16, 0.07)
H (-1.61, -1.81, -0.66)
H (0.70, -3.95, -1.29)

=====

[5]
# C5H11NOS

One molecule with the formula C5H11NOS at a distorted geometry (ωB97M-V with the def2-TZVPD basis set, the Open Molecules 2025 dataset).

Properties
* ΔE to the lowest compared entry with this formula, charge and spin: 3.027 eV
* HOMO energy: -8.33 eV
* gap between HOMO and LUMO: 9.03 eV

Element x y z (Å)
C (2.82, 0.24, -0.04)
C (-0.56, -0.52, -1.19)
C (-0.68, -0.49, 1.33)
C (-2.21, 1.01, -0.02)
C (-0.79, 0.34, 0.05)
N (1.93, 1.09, 0.07)
O (2.72, -1.16, -0.07)
S (0.46, 1.76, 0.28)
H (3.77, 0.56, -0.17)
H (3.37, -1.49, -0.62)
H (-1.25, -0.22, -1.95)
H (0.56, -0.59, -1.57)
H (-0.84, -1.50, -0.95)
H (-0.58, 0.18, 2.24)
H (0.20, -1.14, 1.51)
H (-1.36, -1.36, 1.37)
H (-2.18, 1.64, -0.96)
H (-2.84, 0.11, -0.25)
H (-2.55, 1.54, 0.94)

=====

[6]
# C5H11NOS

A 2-piece molecular cluster, C5H11NOS overall at a distorted geometry (ωB97M-V with the def2-TZVPD basis set, the Open Molecules 2025 dataset).

Properties
* ΔE to the lowest compared entry with this formula, charge and spin: 7.755 eV
* HOMO energy: -7.86 eV
* gap between HOMO and LUMO: 5.36 eV

Element x y z (Å)
O (-2.71, 0.00, -0.50)
C (-2.27, -0.51, 0.59)
C (-0.99, 0.05, 1.34)
C (-0.48, 1.20, 0.59)
C (1.01, 1.15, 0.77)
S (1.82, -0.31, 0.91)
C (2.39, -0.63, -0.87)
N (-0.97, -1.31, 0.73)
H (-3.03, -1.03, 1.20)
H (-0.88, -0.02, 2.48)
H (-1.01, 2.10, 0.87)
H (-0.72, 1.07, -0.51)
H (1.45, 2.01, 1.17)
H (-0.71, -0.29, -2.59)
H (1.60, -1.11, -1.44)
H (3.31, -1.22, -0.81)
H (2.64, 0.34, -1.23)
H (0.04, -0.20, -2.55)
H (-0.50, -1.29, -0.14)

=====

[7]
# C5H11NOS

C5H11NOS as an isolated structure at a distorted geometry (ωB97M-V with the def2-TZVPD basis set, the Open Molecules 2025 dataset).

Properties
* 2S+1: 3
* ΔE to the lowest compared entry with this formula, charge and spin: 1.784 eV
* HOMO energy (spin up / spin down): -4.60 / -9.37 eV
* gap between HOMO and LUMO (spin up / spin down): 5.42 / 7.36 eV

Element x y z (Å)
C (0.19, -1.19, 0.30)
C (-0.63, 0.12, 0.43)
C (-0.34, 1.01, 1.60)
C (-2.07, -0.27, 0.26)
C (2.12, 0.39, -1.60)
N (0.08, -1.56, -1.06)
O (-0.18, 0.89, -0.70)
S (0.45, -0.21, -1.84)
H (1.25, -0.99, 0.54)
H (-0.29, -2.01, 0.88)
H (-1.14, 1.76, 1.67)
H (0.55, 1.59, 1.40)
H (-0.35, 0.44, 2.59)
H (-2.70, 0.63, 0.13)
H (-2.27, -1.13, 1.05)
H (-2.11, -0.73, -0.71)
H (2.59, 0.09, -0.68)
H (2.21, 1.42, -1.89)
H (2.64, -0.24, -2.36)

=====

[8]
# C5H11NP

A 3-piece molecular cluster, C5H11NP overall at a distorted geometry (ωB97M-V with the def2-TZVPD basis set, the Open Molecules 2025 dataset).

Properties
* net charge: +1
* ΔE to the lowest compared entry with this formula, charge and spin: 5.285 eV
* HOMO energy: -12.96 eV
* gap between HOMO and LUMO: 7.30 eV

Element x y z (Å)
C (0.38, 2.64, -2.52)
C (0.54, 1.38, -1.93)
C (-0.01, 1.09, -0.70)
C (0.38, -0.07, 0.03)
C (-0.36, -0.54, 1.24)
N (0.29, -1.23, 2.20)
P (-2.10, -0.19, 1.65)
H (1.10, 2.79, -3.40)
H (-0.09, 3.47, -1.91)
H (1.09, 0.63, -2.44)
H (-0.69, 1.80, -0.15)
H (1.31, -0.44, -0.22)
H (0.95, -2.60, 0.40)
H (-0.04, -1.30, 3.09)
H (1.43, -3.72, -0.13)
H (0.95, -2.01, 1.96)
H (-2.78, -0.28, 0.43)
H (-2.34, -1.43, 2.39)

=====

[9]
# C5H11NS

One molecule with the formula C5H11NS at a distorted geometry (ωB97M-V with the def2-TZVPD basis set, the Open Molecules 2025 dataset).

Properties
* ΔE to the lowest compared entry with this formula, charge and spin: 1.575 eV
* HOMO energy: -8.27 eV
* gap between HOMO and LUMO: 9.17 eV

Element x y z (Å)
C (1.54, -0.04, 0.81)
C (0.25, 1.13, -0.82)
C (-0.89, 1.40, 0.15)
C (-1.18, -1.27, 0.16)
C (0.07, -1.21, -0.66)
H (2.50, -0.69, 0.63)
H (0.81, -0.51, 1.68)
H (1.79, 1.15, 1.17)
H (-0.16, 1.10, -1.87)
H (0.84, 2.08, -0.65)
H (-1.33, 2.37, -0.06)
H (-0.64, 1.39, 1.30)
H (-1.10, -1.50, 1.24)
H (-1.72, -2.12, -0.37)
H (0.71, -2.02, -0.45)
H (-0.20, -1.34, -1.74)
N (0.98, -0.06, -0.55)
S (-2.26, 0.12, 0.04)

=====

[10]
# C5H11NS

One molecule with the formula C5H11NS at a distorted geometry (ωB97M-V with the def2-TZVPD basis set, the Open Molecules 2025 dataset).

Properties
* ΔE to the lowest compared entry with this formula, charge and spin: 4.164 eV
* HOMO energy: -8.38 eV
* gap between HOMO and LUMO: 9.24 eV

Element x y z (Å)
C (-0.05, 1.69, -0.10)
C (-0.97, 0.50, 0.44)
C (-1.67, -0.44, -0.63)
C (0.01, -0.79, 0.50)
C (1.46, -0.89, 0.67)
H (0.53, 1.59, -1.01)
H (-0.77, 2.53, -0.38)
H (0.71, 2.09, 0.62)
H (-1.47, 0.68, 1.38)
H (-2.58, -0.87, -0.28)
H (-1.89, 0.00, -1.81)
H (-0.39, -2.27, -1.00)
H (-0.43, -1.34, 1.42)
H (1.99, -0.61, 1.65)
H (1.79, -2.06, 0.34)
H (1.78, 1.35, -0.43)
N (-0.50, -1.14, -0.83)
S (2.47, -0.02, -0.55)

=====

[11]
# C5H11NS2

C5H11NS2 as an isolated structure at a distorted geometry (ωB97M-V with the def2-TZVPD basis set, the Open Molecules 2025 dataset).

Properties
* ΔE to the lowest compared entry with this formula, charge and spin: 7.392 eV
* HOMO energy: -8.79 eV
* gap between HOMO and LUMO: 9.17 eV

Element x y z (Å)
C (-0.07, -1.65, 1.34)
C (0.30, -0.78, 0.04)
C (0.55, 0.65, 0.45)
C (-0.86, 1.16, 0.03)
C (-0.98, -0.14, -0.71)
H (0.95, -2.21, 1.66)
H (-1.00, -2.45, 1.27)
H (-0.19, -1.12, 2.44)
H (2.72, -0.51, -0.54)
H (0.76, 0.89, 1.62)
H (1.55, 2.64, -0.30)
H (1.43, 0.93, -1.71)
H (-1.64, 1.42, 0.84)
H (-0.84, 1.79, -0.93)
H (-0.52, 0.20, -1.71)
H (-2.86, 0.29, -1.53)
N (1.70, 1.14, -0.42)
S (1.65, -1.47, -1.10)
S (-2.65, -0.76, -0.73)

=====

[12]
# C5H11NiO6P

C5H11NiO6P as an isolated structure at a distorted geometry (ωB97M-V with the def2-TZVPD basis set, the Open Molecules 2025 dataset).

Properties
* net charge: +2
* 2S+1: 3
* HOMO energy (spin up / spin down): -17.40 / -16.53 eV
* gap between HOMO and LUMO (spin up / spin down): 9.20 / 4.30 eV

Element x y z (Å)
C (1.43, 2.51, 0.90)
C (-0.03, 2.98, 1.00)
C (-0.96, 2.21, 0.16)
O (-2.13, 2.06, 0.56)
O (-0.71, 1.74, -1.02)
C (-0.18, 0.41, -1.36)
C (-0.63, -0.72, -0.45)
O (-0.30, -1.90, -1.24)
P (0.05, -3.26, -0.36)
O (-0.25, -4.43, -1.20)
O (-0.86, -3.25, 0.92)
O (1.55, -3.24, 0.05)
H (1.53, 1.43, 0.79)
H (1.93, 2.81, 1.82)
H (1.93, 3.00, 0.07)
H (-0.14, 4.03, 0.70)
H (-0.41, 2.94, 2.03)
H (-0.57, 0.23, -2.36)
H (0.90, 0.49, -1.44)
H (-0.08, -0.72, 0.50)
H (-1.70, -0.70, -0.25)
H (-0.56, -2.74, 1.69)
H (2.01, -2.42, 0.28)
Ni (-1.81, -3.48, -1.81)

=====

[13]
# C5H11O

An isolated ion of composition C5H11O and charge -1 at a distorted geometry (ωB97M-V with the def2-TZVPD basis set, the Open Molecules 2025 dataset).

Properties
* net charge: -1
* ΔE to the lowest compared entry with this formula, charge and spin: 0.229 eV
* HOMO energy: -2.09 eV
* gap between HOMO and LUMO: 5.93 eV

Element x y z (Å)
C (-0.32, 0.68, 2.37)
O (-0.04, 1.80, 3.03)
C (0.07, 0.71, 0.86)
C (-0.33, -0.59, 0.15)
C (-0.46, -0.48, -1.37)
C (0.90, -0.43, -2.08)
H (-1.42, 0.37, 2.35)
H (0.12, -0.28, 2.80)
H (-0.51, 1.55, 0.50)
H (1.14, 0.89, 0.76)
H (0.36, -1.36, 0.42)
H (-1.35, -0.79, 0.51)
H (-1.01, -1.32, -1.80)
H (-0.96, 0.46, -1.58)
H (1.70, 0.01, -1.47)
H (1.22, -1.41, -2.43)
H (0.89, 0.17, -3.00)

=====

[14]
# C5H11O

A 2-piece molecular cluster, C5H11O overall at a distorted geometry (ωB97M-V with the def2-TZVPD basis set, the Open Molecules 2025 dataset).

Properties
* net charge: +1
* ΔE to the lowest compared entry with this formula, charge and spin: 3.728 eV
* HOMO energy: -14.34 eV
* gap between HOMO and LUMO: 10.83 eV

Element x y z (Å)
C (-0.28, -0.92, -1.17)
C (0.35, 0.11, -0.31)
C (1.41, -0.16, 0.68)
C (0.17, 2.13, -1.21)
C (-1.25, -0.90, 1.25)
O (-1.02, -0.30, -0.01)
H (-0.62, -0.81, -2.13)
H (-0.09, -1.98, -0.90)
H (1.32, 0.48, 1.56)
H (2.31, 0.01, 0.11)
H (1.50, -1.31, 0.88)
H (0.08, 1.88, -2.23)
H (0.93, 2.68, -0.71)
H (-0.91, 2.24, -0.76)
H (-0.53, -0.52, 2.02)
H (-2.28, -0.60, 1.75)
H (-1.08, -2.02, 1.19)

=====

[15]
# C5H11O2

A 2-piece molecular cluster, C5H11O2 overall at a distorted geometry (ωB97M-V with the def2-TZVPD basis set, the Open Molecules 2025 dataset).

Properties
* net charge: -1
* ΔE to the lowest compared entry with this formula, charge and spin: 0.547 eV
* HOMO energy: -3.82 eV
* gap between HOMO and LUMO: 7.48 eV

Element x y z (Å)
C (-0.22, -2.40, -0.01)
C (0.75, -1.63, 0.89)
C (-0.30, -1.99, -1.51)
O (0.75, -2.00, -2.18)
O (-1.48, -1.78, -1.91)
H (0.00, -3.47, -0.02)
H (-1.21, -2.30, 0.44)
H (1.65, -1.47, 0.26)
H (0.97, -2.04, 1.88)
H (0.44, -0.62, 1.16)
C (0.18, 1.83, -0.04)
C (-0.60, 3.10, 0.28)
H (-0.39, 0.95, -0.34)
H (0.90, 1.95, -0.85)
H (0.81, 1.53, 0.80)
H (-0.32, 3.53, 1.25)
H (-1.67, 2.95, 0.32)
H (-0.27, 3.87, -0.42)

=====

[16]
# C5H11O2

A 2-piece molecular cluster, C5H11O2 overall at a distorted geometry (ωB97M-V with the def2-TZVPD basis set, the Open Molecules 2025 dataset).

Properties
* net charge: -1
* ΔE to the lowest compared entry with this formula, charge and spin: 2.145 eV
* HOMO energy: -3.50 eV
* gap between HOMO and LUMO: 6.98 eV

Element x y z (Å)
C (-0.20, -0.33, 1.96)
C (-0.86, -1.69, 2.09)
C (0.69, -0.15, 0.74)
H (-0.82, 0.53, 1.71)
H (0.44, -0.13, 2.85)
H (-0.25, -2.50, 2.65)
H (-0.96, -2.23, 1.16)
H (0.18, -0.73, 0.01)
H (0.89, 0.95, 0.72)
H (-1.72, -1.56, 2.69)
H (1.62, -0.66, 0.75)
C (0.54, 1.31, -1.97)
C (-0.31, 1.01, -3.27)
O (-0.03, 1.78, -4.21)
O (-1.13, 0.09, -3.07)
H (0.33, 2.43, -1.90)
H (1.52, 0.84, -1.79)
H (0.08, 1.05, -1.11)

=====

[17]
# C5H11O2

A 2-piece molecular cluster, C5H11O2 overall at a distorted geometry (ωB97M-V with the def2-TZVPD basis set, the Open Molecules 2025 dataset).

Properties
* net charge: -1
* ΔE to the lowest compared entry with this formula, charge and spin: 1.096 eV
* HOMO energy: -3.78 eV
* gap between HOMO and LUMO: 7.86 eV

Element x y z (Å)
C (1.18, 0.44, -0.90)
C (2.41, 0.99, -1.68)
C (1.27, 0.91, 0.54)
O (2.43, 1.08, 0.97)
O (0.22, 0.87, 1.24)
H (0.11, 0.77, -1.25)
H (1.16, -0.68, -0.90)
H (3.23, 0.21, -1.77)
H (2.87, 1.82, -1.13)
H (2.13, 1.29, -2.72)
C (-1.53, -1.00, 0.53)
C (-2.75, -1.00, 1.40)
H (-1.52, 0.06, 0.14)
H (-0.52, -1.08, 0.96)
H (-1.56, -1.74, -0.32)
H (-2.65, -1.91, 2.04)
H (-3.66, -1.02, 0.84)
H (-2.82, -0.02, 2.02)

=====

[18]
# C5H11O2

A 2-piece molecular cluster, C5H11O2 overall at a distorted geometry (ωB97M-V with the def2-TZVPD basis set, the Open Molecules 2025 dataset).

Properties
* net charge: -1
* ΔE to the lowest compared entry with this formula, charge and spin: 0.813 eV
* HOMO energy: -3.78 eV
* gap between HOMO and LUMO: 7.70 eV

Element x y z (Å)
C (-1.12, -1.62, -1.09)
C (0.13, -2.50, -1.03)
H (-1.49, -0.99, -0.29)
H (-1.12, -1.00, -1.98)
H (-1.97, -2.29, -1.33)
H (0.74, -2.20, -1.88)
H (0.08, -3.58, -0.91)
H (0.76, -2.18, -0.19)
C (-0.12, 1.33, 1.00)
C (1.13, 1.66, 1.78)
C (-0.07, 1.88, -0.47)
O (0.80, 2.71, -0.77)
O (-0.97, 1.43, -1.24)
H (-0.37, 0.28, 1.13)
H (-0.97, 1.92, 1.37)
H (1.05, 2.53, 2.43)
H (2.01, 1.84, 1.15)
H (1.51, 0.78, 2.33)

=====

[19]
# C5H11O2

A 2-piece molecular cluster, C5H11O2 overall at a distorted geometry (ωB97M-V with the def2-TZVPD basis set, the Open Molecules 2025 dataset).

Properties
* net charge: -1
* ΔE to the lowest compared entry with this formula, charge and spin: 2.962 eV
* HOMO energy: -2.99 eV
* gap between HOMO and LUMO: 6.95 eV

Element x y z (Å)
C (1.95, -0.60, -0.36)
O (2.03, -0.17, -1.63)
C (0.40, -1.04, -0.12)
C (-0.39, -0.56, 1.08)
C (-1.45, 0.33, 0.56)
C (-2.72, 0.22, 1.02)
H (2.17, 0.24, 0.46)
H (2.68, -1.46, -0.24)
H (0.05, -0.52, -1.06)
H (0.44, -2.16, -0.27)
H (0.35, 0.02, 1.72)
H (-0.67, -1.48, 1.63)
H (-1.04, 1.04, -0.16)
H (-2.98, -0.60, 1.69)
H (-3.52, 0.75, 0.58)
H (0.85, 2.65, -2.08)
H (1.12, 1.21, -1.53)
O (0.74, 2.14, -1.30)

=====

[20]
# C5H11O2

A 2-piece molecular cluster, C5H11O2 overall (ωB97M-V with the def2-TZVPD basis set, the Open Molecules 2025 dataset).

Properties
* net charge: -1
* ΔE to the lowest compared entry with this formula, charge and spin: 0.123 eV
* HOMO energy: -3.93 eV
* gap between HOMO and LUMO: 7.70 eV

Element x y z (Å)
C (0.52, -2.08, 1.25)
C (1.03, -0.65, 1.49)
O (2.27, -0.46, 1.52)
O (0.12, 0.20, 1.68)
H (-0.21, -2.06, 0.43)
H (-0.02, -2.41, 2.14)
H (1.31, -2.79, 1.00)
C (-0.91, 0.59, -1.45)
C (-0.11, 1.73, -2.08)
C (-2.40, 0.66, -1.76)
H (-0.47, -0.36, -1.78)
H (-0.77, 0.59, -0.38)
H (-0.57, 2.69, -1.88)
H (-0.06, 1.64, -3.17)
H (-2.71, 1.71, -1.81)
H (-2.67, 0.18, -2.70)
H (0.91, 1.81, -1.70)
H (-2.97, 0.22, -0.93)